No. 1
Computed, not measured: the molecule C20H24N2O2S2, with ωB97M-V/def2-TZVPD.

Output
SMILES   CC(C)(C)SC1=C(C=O)CCc2c1sc1nc3n(c(=O)c21)CCCCC3
LUMO   -0.6 eV
Energy relative to the best compared isomer or geometry (same formula, charge and spin)   315.8 kJ/mol
HOMO-LUMO gap   7.40 eV
HOMO energy   -7.991 eV

Each line ends with the natural charge from an NBO analysis.
Cartesian coordinates (Å):
C -3.7420 0.2683 -0.3678  -0.6446
C -4.0270 -0.7716 -1.3685  -0.0993
C -5.4518 -0.6519 -1.9703  -0.6190
C -3.9542 -2.1394 -0.6398  -0.6196
S -2.9599 -0.7736 -2.9104  0.2471
C -1.9139 0.5134 -2.4074  -0.1286
C -1.9623 1.9182 -2.7551  -0.0879
C -3.0820 2.3192 -3.5578  0.3631
O -3.1192 3.4709 -3.9106  -0.5290
C -0.9015 2.8476 -2.2827  -0.4289
C -0.4472 2.4134 -0.8689  -0.4296
C 0.0035 0.9456 -0.7732  0.0267
C -0.6893 0.0500 -1.5896  -0.2327
S -0.1524 -1.6473 -1.4130  0.4434
C 1.0335 -1.0890 -0.2414  0.0749
N 1.7891 -1.9161 0.5889  -0.5048
C 2.5463 -1.4525 1.4870  0.4980
N 2.4576 -0.1116 1.9304  -0.4288
C 1.5967 0.7616 1.1985  0.6532
O 1.4164 1.9190 1.6059  -0.6316
C 0.9518 0.2682 0.0509  -0.2473
C 3.2204 0.3672 3.0531  -0.2323
C 4.7757 0.3601 2.7881  -0.4069
C 5.2757 -0.5919 1.7439  -0.4020
C 4.9994 -2.0642 2.1063  -0.3937
C 3.4891 -2.4443 2.1972  -0.4587
H -4.4566 0.1586 0.3636  0.2215
H -3.8359 1.2982 -0.7343  0.2206
H -2.8159 0.1879 0.2385  0.2265
H -6.2247 -0.6620 -1.2227  0.2096
H -5.5739 -1.5083 -2.6015  0.2100
H -5.6770 0.2823 -2.5554  0.2155
H -4.5793 -2.1913 0.3172  0.2122
H -4.2412 -2.8984 -1.3206  0.2101
H -2.9385 -2.2899 -0.2885  0.2199
H -4.0389 1.7541 -3.4971  0.1375
H -1.0684 3.8938 -2.2558  0.2490
H -0.0274 2.7160 -2.9332  0.2230
H -1.1207 2.6792 -0.0177  0.2318
H 0.3749 3.0501 -0.5229  0.2499
H 2.8588 1.3261 3.4487  0.2563
H 3.0086 -0.2490 3.9237  0.1964
H 5.3250 0.0860 3.6901  0.2067
H 4.9624 1.4032 2.5022  0.2187
H 6.3017 -0.4405 1.8366  0.2172
H 4.9399 -0.3490 0.6473  0.2042
H 5.5926 -2.2849 2.9537  0.2076
H 5.4109 -2.7166 1.3109  0.2088
H 3.4987 -3.3974 1.7590  0.2437
H 3.1723 -2.6177 3.2646  0.2221

***

No. 2
Computed, not measured: the molecule C20H24N2O3S, with ωB97M-V/def2-TZVPD.

Output
SMILES   Cc1cccc(N(CC(=O)N2CCCC2)S(=O)(=O)c2ccccc2)c1C
LUMO   0.6 eV
Energy relative to the best compared isomer or geometry (same formula, charge and spin)   173.7 kJ/mol
HOMO-LUMO gap   9.61 eV
HOMO energy   -9.042 eV

Each line ends with the natural charge from an NBO analysis.
Cartesian coordinates (Å):
C -3.2084 -3.5567 -0.3294  -0.6333
C -2.2539 -2.4236 -0.5592  -0.0261
C -2.0121 -1.9839 -1.8523  -0.1883
C -1.1252 -0.9527 -2.1020  -0.2166
C -0.4593 -0.3623 -1.0479  -0.2023
C -0.6935 -0.7878 0.2548  0.0813
N 0.0474 -0.1285 1.2745  -0.7195
C 1.0990 -0.8642 1.9476  -0.3071
C 2.0821 -1.3720 0.8914  0.6733
O 2.1531 -2.5513 0.5960  -0.6209
N 2.8197 -0.4345 0.2813  -0.4305
C 2.8847 0.9815 0.5850  -0.2260
C 3.4778 1.5850 -0.6852  -0.4049
C 4.4533 0.4994 -1.1388  -0.4113
C 3.7007 -0.7900 -0.8220  -0.2128
S -0.6576 1.1647 2.0541  2.3195
O -1.7645 0.7776 2.8840  -0.9347
O 0.4181 1.8835 2.6786  -0.9492
C -1.2811 2.0859 0.6544  -0.2495
C -0.4896 3.0549 0.0707  -0.2223
C -0.9545 3.7201 -1.0522  -0.2037
C -2.1987 3.4043 -1.5750  -0.1888
C -2.9890 2.4374 -0.9730  -0.2108
C -2.5289 1.7733 0.1515  -0.1887
C -1.6056 -1.8099 0.5197  0.0778
C -1.8854 -2.2501 1.9236  -0.6751
H -3.5371 -3.9758 -1.2769  0.2168
H -4.0882 -3.2178 0.2176  0.2174
H -2.7335 -4.3438 0.2530  0.2222
H -2.5216 -2.4610 -2.6771  0.2079
H -0.9449 -0.6213 -3.1136  0.2144
H 0.2535 0.4303 -1.2183  0.2166
H 1.5695 -0.1714 2.6470  0.2466
H 0.7173 -1.7341 2.4942  0.2174
H 3.5562 1.1500 1.4371  0.1883
H 1.9039 1.3815 0.8383  0.2326
H 2.6970 1.7240 -1.4347  0.1995
H 3.9629 2.5415 -0.5029  0.2186
H 5.3700 0.5559 -0.5511  0.2037
H 4.7111 0.5761 -2.1928  0.2188
H 3.0946 -1.1292 -1.6690  0.2000
H 4.3547 -1.6142 -0.5286  0.2170
H 0.4687 3.2840 0.5102  0.2392
H -0.3479 4.4820 -1.5180  0.2194
H -2.5573 3.9196 -2.4536  0.2183
H -3.9600 2.2004 -1.3798  0.2221
H -3.1197 1.0222 0.6507  0.2405
H -2.9289 -2.5339 2.0366  0.2210
H -1.2726 -3.1169 2.1750  0.2255
H -1.6765 -1.4481 2.6263  0.2467

***

No. 3
Computed, not measured: a structure of composition C20H24N2O6, with ωB97M-V/def2-TZVPD.

Output
LUMO   -0.8 eV
Energy relative to the best compared isomer or geometry (same formula, charge and spin)   2239.5 kJ/mol
HOMO-LUMO gap   7.63 eV
HOMO energy   -8.388 eV

Each line ends with the natural charge from an NBO analysis.
Cartesian coordinates (Å):
C -5.3842 6.0907 -1.5069  -0.6114
C -4.3578 6.3827 -2.5957  -0.0404
O -4.1626 5.2553 -3.3633  -0.5030
C -3.3212 4.1305 -2.9244  0.2821
C -2.7022 3.9663 -1.8349  -0.2669
C -1.8949 2.8794 -1.2978  -0.0602
C -1.6702 1.8703 -2.1727  0.2441
C -2.5424 1.7876 -3.4941  -0.1538
C -3.2074 2.9248 -3.7774  -0.2208
H -3.6344 3.1652 -4.7879  0.2286
H -2.4648 1.0282 -3.9699  0.1796
O -1.2349 0.6597 -1.6034  -0.3342
C -0.7766 1.1610 -0.6142  0.1950
C -1.3468 2.4986 -0.0340  0.0110
C -1.1787 3.1453 1.0686  -0.6790
H -0.5414 4.2335 0.9903  0.2169
H -1.9789 3.4902 1.4957  0.2408
H -0.3941 2.7168 1.8483  0.2957
C -0.1660 0.3472 0.4137  0.7199
O 0.3737 0.5787 1.6589  -0.6527
O 0.2885 -0.9084 -0.2884  -0.5434
C 1.3155 -1.6473 0.6016  -0.0960
C 2.6087 -1.1154 0.2595  0.6441
O 2.9470 0.0203 -0.1584  -0.5238
N 3.4437 -2.1697 0.4139  -0.6254
C 3.6813 -3.2952 0.8018  0.7676
O 4.6868 -4.0690 0.2001  -0.6802
N 2.7130 -3.6981 1.8623  -0.6342
H 2.4699 -2.9635 2.3188  0.3754
C 2.8531 -4.9534 2.3338  -0.0330
C 1.2608 -5.6113 2.3628  -0.4455
H 0.6676 -4.9380 1.7975  0.2140
H 1.2656 -6.4458 1.7300  0.2220
C 1.0584 -5.8724 3.6666  -0.4187
H 1.2599 -6.9022 3.9921  0.2280
H -0.2131 -5.6252 4.1069  0.1819
C 1.7655 -5.0119 4.4797  -0.4240
H 2.0990 -5.0452 5.7671  0.2186
H 1.4834 -3.9023 4.5924  0.2141
C 3.2374 -5.0413 4.0176  -0.4206
H 3.9788 -4.0181 4.0393  0.2089
H 3.8649 -5.8950 4.3103  0.2142
H 3.5926 -5.6788 1.7646  0.2640
H 4.6945 -1.6944 -0.0712  0.4536
H 1.0708 -2.7902 0.0500  0.2341
H 0.9646 -1.5145 1.3629  0.1633
H -2.7402 4.9337 -0.9866  0.1958
H -3.3258 6.7339 -2.1545  0.1573
H -4.7163 7.0031 -3.2146  0.1794
H -5.0803 5.1227 -0.7235  0.2039
H -6.3768 5.6926 -2.0617  0.2113
H -5.6762 6.8758 -0.9554  0.2019

***

No. 4
Computed, not measured: the molecule C20H24N2O6S, with ωB97M-V/def2-TZVPD.

Output
SMILES   Cc1cc(S(=O)(=O)NC(C)C)ccc1OCC(=O)Nc1ccc2c(c1)OCCO2
LUMO   0.5 eV
Energy relative to the best compared isomer or geometry (same formula, charge and spin)   133.6 kJ/mol
HOMO-LUMO gap   8.68 eV
HOMO energy   -8.152 eV

Each line ends with the natural charge from an NBO analysis.
Cartesian coordinates (Å):
C -2.9515 -2.9209 -2.0797  -0.6257
C -2.6843 -2.1349 -0.8346  -0.0794
C -3.2379 -0.8857 -0.6230  -0.1587
C -2.9612 -0.1833 0.5351  -0.3499
S -3.6273 1.4633 0.7009  2.3146
O -3.1821 2.0280 1.9452  -0.9457
O -5.0363 1.4294 0.4328  -0.9427
N -2.9500 2.2176 -0.6343  -0.8746
C -1.6953 2.9510 -0.5309  -0.0456
C -1.8598 4.2647 0.2329  -0.6295
C -0.6436 2.0625 0.1231  -0.6313
C -2.1644 -0.7230 1.5198  -0.1603
C -1.5930 -1.9706 1.3293  -0.3203
C -1.8308 -2.6662 0.1496  0.3818
O -1.2510 -3.8652 -0.1689  -0.5157
C -0.2325 -4.3625 0.6701  -0.1664
C 0.9632 -3.4057 0.8276  0.6541
O 1.6737 -3.4414 1.8051  -0.5986
N 1.0936 -2.5715 -0.2318  -0.6002
C 1.8744 -1.4152 -0.3502  0.1416
C 1.6067 -0.5591 -1.4172  -0.2494
C 2.3364 0.6000 -1.5751  -0.2257
C 3.3336 0.9338 -0.6679  0.1878
C 3.5809 0.0907 0.4205  0.3070
C 2.8605 -1.0872 0.5673  -0.2928
O 4.5217 0.3885 1.3675  -0.4920
C 4.9579 1.7290 1.3257  -0.0977
C 5.2354 2.1486 -0.1170  -0.0964
O 4.0485 2.0868 -0.8769  -0.4855
H -3.3760 -3.8900 -1.8241  0.2283
H -2.0250 -3.1082 -2.6214  0.2169
H -3.6410 -2.3887 -2.7279  0.2196
H -3.8865 -0.4360 -1.3574  0.2335
H -3.6739 2.7386 -1.1059  0.4068
H -1.3868 3.1657 -1.5639  0.1962
H -0.9115 4.7941 0.2788  0.2100
H -2.2016 4.0534 1.2424  0.2355
H -2.5916 4.9029 -0.2589  0.2032
H 0.3303 2.5424 0.0708  0.2199
H -0.5839 1.1033 -0.3851  0.2184
H -0.9014 1.8967 1.1644  0.2239
H -1.9865 -0.1608 2.4218  0.2458
H -0.9562 -2.3782 2.0975  0.2346
H -0.6078 -4.6154 1.6683  0.2085
H 0.1108 -5.2842 0.1903  0.2239
H 0.4279 -2.7011 -0.9835  0.4067
H 0.8286 -0.8046 -2.1251  0.2094
H 2.1502 1.2683 -2.3999  0.2283
H 3.0710 -1.7252 1.4081  0.2634
H 5.8612 1.7800 1.9351  0.2032
H 4.1875 2.3865 1.7513  0.1798
H 5.5849 3.1804 -0.1714  0.2019
H 5.9916 1.4787 -0.5488  0.1794